Record 1
DFT (ωB97M-V/def2-TZVPD) results for the ion C8H12N3 with charge +1 in a non-equilibrium geometry.

```
! wB97M-V def2-TZVPD RIJCOSX def2/J DEFGRID3
* xyz 1 1
C -2.15 -0.77 0.29
C -1.74 -1.96 -0.13
C 0.95 0.57 -0.21
C 0.27 -2.79 -1.36
C -1.49 0.56 0.15
C 1.85 0.67 0.94
C 1.61 0.28 -1.52
C -2.33 1.78 0.17
N -0.29 0.59 -0.05
N -0.63 -2.42 -0.72
N 2.41 -0.60 1.04
H -3.14 -0.80 0.73
H -2.50 -2.77 0.03
H 2.76 1.45 0.68
H 1.33 1.10 1.82
H 1.93 -0.78 -1.40
H 2.57 0.88 -1.67
H 1.06 0.31 -2.45
H -3.36 1.64 0.09
H -2.09 2.59 -0.57
H -2.14 2.31 1.04
H 3.34 -0.56 1.56
H 1.77 -1.29 1.51
*
```

Summary:
Energy relative to the best compared isomer or geometry (same formula, charge and spin) = 3.9461 eV
Calculated total energy = -475.93550 Eh



Record 2
DFT (ωB97M-V/def2-TZVPD) results for the molecule CH7NP2 in a non-equilibrium geometry.

```
! wB97M-V def2-TZVPD RIJCOSX def2/J DEFGRID3
* xyz 0 1
C -0.40 0.88 1.84
N -0.56 1.02 0.40
P -0.29 -0.09 -0.70
P 1.53 -1.60 -1.50
H -1.21 0.30 2.45
H 0.54 0.45 1.99
H -0.44 1.78 2.35
H -0.65 0.50 -1.90
H -1.34 -1.17 -0.41
H 2.32 -0.54 -1.93
H 0.50 -1.52 -2.58
*
```

Summary:
Energy relative to the best compared isomer or geometry (same formula, charge and spin) = 2.4153 eV
SMILES string = CN=[PH2]P
Calculated total energy = -779.63800 Eh



Record 3
DFT (ωB97M-V/def2-TZVPD) results for a structure of composition C70H72Co2N2O5P in a non-equilibrium geometry.

```
! wB97M-V def2-TZVPD RIJCOSX def2/J DEFGRID3
* xyz -1 1
C 1.76 1.65 -1.09
C 0.34 1.83 -0.54
C 0.36 2.95 0.51
C -0.50 2.28 -1.73
C -0.34 0.54 0.04
C -1.44 0.80 0.86
C -2.19 -0.20 1.44
C -1.88 -1.53 1.19
C -0.80 -1.88 0.38
C -0.61 -3.46 0.22
C 0.80 -3.88 -0.04
C -1.40 -4.01 -0.98
C -0.90 -4.15 1.57
C -0.01 -0.82 -0.19
N 1.31 -1.06 -0.77
C 2.36 -1.32 0.14
C 2.88 1.05 1.73
C 4.31 1.29 1.78
C 5.27 1.44 0.73
C 6.63 1.59 1.05
C 7.04 1.65 2.39
C 6.09 1.59 3.41
C 4.76 1.47 3.10
N 3.50 -1.59 -0.58
C 4.72 -1.71 0.13
C 4.65 -1.88 1.53
C 3.32 -2.01 2.28
C 3.34 -1.63 3.76
C 3.06 -3.57 2.23
C 2.35 -1.05 1.57
C 5.80 -2.13 2.26
C 7.03 -2.12 1.63
C 7.11 -1.87 0.27
C 5.98 -1.61 -0.51
C 6.38 -1.25 -1.99
C 7.42 -0.11 -1.99
C 5.28 -0.77 -2.91
C 7.06 -2.48 -2.61
C 3.00 -2.16 -1.77
C 1.71 -1.74 -1.93
H 1.77 1.18 -2.07
H 2.25 2.64 -1.18
H 2.36 1.01 -0.43
H -0.59 3.50 0.54
H 0.55 2.59 1.52
H 1.12 3.70 0.29
H -1.52 2.56 -1.45
H -0.03 3.13 -2.23
H -0.57 1.46 -2.46
H -1.71 1.84 1.05
H -3.00 0.04 2.13
H -2.48 -2.32 1.65
H 1.42 -3.30 0.67
H 1.13 -4.91 0.14
H 1.11 -3.73 -1.06
H -2.49 -4.04 -0.86
H -1.19 -3.40 -1.87
H -1.05 -5.04 -1.19
H -1.97 -4.31 1.77
H -0.39 -5.13 1.60
H -0.51 -3.53 2.40
H 2.36 1.86 1.19
H 4.98 1.43 -0.34
H 7.40 1.66 0.28
H 8.10 1.75 2.65
H 6.36 1.64 4.47
H 4.01 1.49 3.89
H 3.88 -0.70 3.92
H 2.32 -1.49 4.13
H 3.80 -2.41 4.38
H 3.25 -4.03 1.26
H 3.86 -4.04 2.86
H 2.08 -3.87 2.64
H 2.15 -2.31 0.54
H 1.33 -1.06 2.00
H 2.40 0.87 2.71
H 5.70 -2.41 3.31
H 7.92 -2.31 2.22
H 8.09 -1.89 -0.19
H 8.31 -0.35 -1.41
H 7.73 0.07 -3.03
H 6.98 0.81 -1.60
H 4.63 -1.58 -3.24
H 4.70 0.04 -2.46
H 5.75 -0.38 -3.83
H 6.40 -3.36 -2.56
H 7.28 -2.28 -3.67
H 8.00 -2.73 -2.11
H 3.57 -2.80 -2.42
H 1.07 -1.87 -2.77
O -6.95 5.82 6.81
C -6.50 4.77 7.02
Co -5.86 3.15 7.09
C -4.26 3.25 6.35
O -3.17 3.37 5.99
C -5.32 3.06 8.77
O -4.93 3.10 9.85
C -7.27 1.92 6.84
C -6.85 2.29 5.54
C -7.10 3.12 4.47
C -6.07 3.73 3.62
C -6.28 5.04 3.13
C -5.27 5.72 2.44
C -4.05 5.09 2.18
C -3.84 3.78 2.64
C -4.84 3.10 3.34
Co -6.30 0.53 6.19
C -4.84 0.16 5.32
O -3.88 -0.20 4.75
C -7.44 -0.68 5.67
O -8.11 -1.56 5.33
P -5.85 -0.38 8.22
C -4.17 -0.13 8.93
C -3.75 -0.70 10.15
C -2.45 -0.45 10.63
C -1.56 0.32 9.87
C -1.95 0.85 8.64
C -3.25 0.61 8.18
C -7.02 0.18 9.53
C -6.62 0.73 10.75
C -7.57 1.30 11.61
C -8.93 1.27 11.27
C -9.35 0.66 10.08
C -8.39 0.12 9.21
C -6.06 -2.21 8.24
C -7.04 -2.87 8.99
C -7.27 -4.24 8.79
C -6.48 -4.95 7.88
C -5.47 -4.31 7.16
C -5.24 -2.94 7.35
H -8.24 1.90 7.34
H -8.10 3.55 4.36
H -7.23 5.53 3.33
H -5.44 6.74 2.09
H -3.27 5.62 1.63
H -2.87 3.29 2.46
H -4.69 2.06 3.63
H -4.43 -1.32 10.73
H -2.13 -0.87 11.59
H -0.55 0.52 10.24
H -1.27 1.44 8.02
H -3.56 0.99 7.20
H -5.58 0.68 11.06
H -7.25 1.77 12.54
H -9.67 1.70 11.94
H -10.40 0.61 9.81
H -8.71 -0.36 8.28
H -7.64 -2.33 9.72
H -8.06 -4.75 9.35
H -6.65 -6.02 7.72
H -4.84 -4.86 6.45
H -4.45 -2.43 6.81
*
```

Summary:
Calculated total energy = -6302.92750 Eh



Record 4
DFT (ωB97M-V/def2-TZVPD) results for the molecule C4H6N2O in a non-equilibrium geometry.

```
! wB97M-V def2-TZVPD RIJCOSX def2/J DEFGRID3
* xyz 0 1
H 0.11 -2.74 -0.90
N 0.02 -1.77 -0.61
C 0.41 -1.00 -1.54
O 0.42 0.34 -1.44
C -0.28 0.93 -0.34
C 0.36 0.65 1.03
C -0.67 0.63 2.06
N -1.53 0.61 2.84
H 0.79 -1.29 -2.52
H -1.31 0.57 -0.35
H -0.27 2.00 -0.55
H 0.84 -0.33 1.02
H 1.11 1.41 1.29
*
```

Summary:
Energy relative to the best compared isomer or geometry (same formula, charge and spin) = 1.4222 eV
SMILES string = [H]/N=C/OCCC#N
Calculated total energy = -340.74264 Eh



Record 5
DFT (ωB97M-V/def2-TZVPD) results for a cluster of 9 separate species, C2H22O9 in total in a non-equilibrium geometry.

```
! wB97M-V def2-TZVPD RIJCOSX def2/J DEFGRID3
* xyz 0 1
C -1.82 -2.29 2.11
C -1.94 -2.98 0.72
O -1.05 -2.39 -0.26
H -2.56 -1.51 2.23
H -1.80 -3.03 2.91
H -0.92 -1.68 2.02
H -2.94 -2.76 0.36
H -1.59 -4.00 0.80
H -0.21 -2.22 0.18
O -0.66 -0.88 -2.50
H -0.58 -1.20 -1.58
H -1.50 -0.42 -2.44
O -0.24 2.59 -0.44
H 0.24 2.47 -1.27
H -1.05 3.07 -0.63
O 1.73 -0.82 2.37
H 1.32 -0.16 2.94
H 1.39 -1.71 2.50
O -0.28 2.75 2.19
H 0.20 2.34 1.47
H 0.42 2.89 2.84
O -1.55 0.26 2.14
H -1.68 0.20 3.10
H -1.13 1.14 2.06
O 1.68 -0.61 -3.74
H 2.01 -0.68 -2.84
H 0.75 -0.93 -3.71
O 1.19 2.05 -2.89
H 1.13 1.10 -3.13
H 0.45 2.52 -3.28
O 2.45 1.36 0.31
H 3.35 1.06 0.51
H 1.98 0.54 0.12
*
```

Summary:
Energy relative to the best compared isomer or geometry (same formula, charge and spin) = 1.2492 eV
SMILES string = CCO.O.O.O.O.O.O.O.O
Calculated total energy = -766.50968 Eh



Record 6
DFT (ωB97M-V/def2-TZVPD) results for a cluster of 2 separate species, C8H7NO3S in total in a non-equilibrium geometry.

```
! wB97M-V def2-TZVPD RIJCOSX def2/J DEFGRID3
* xyz 0 1
C -1.09 0.78 -0.03
C -0.61 -0.43 -0.02
C 2.91 -1.01 -0.83
C 1.57 -0.58 -1.07
C 3.05 -1.24 0.48
C 0.77 -0.81 0.02
C -0.17 2.04 0.15
C -2.89 -1.45 0.57
N -0.69 3.18 -0.25
O 0.91 1.93 0.70
O -3.10 -2.70 0.44
O -3.43 -0.58 1.23
S 1.60 -1.40 1.40
H 3.69 -1.08 -1.55
H 1.26 -0.25 -2.05
H 4.00 -1.49 0.95
H -1.47 3.14 -0.96
H -0.15 4.05 -0.03
H -4.00 -2.96 0.84
H -2.15 0.86 0.02
*
```

Summary:
Energy relative to the best compared isomer or geometry (same formula, charge and spin) = 2.9267 eV
Calculated total energy = -987.56239 Eh